(1)
136
Properties=species:S:1:pos:R:3 method="wB97M-V/def2-TZVPD" multiplicity=1 orbital_gap_ev=5.81 e_lumo_ev=1.652 total_charge=-1
C -6.4602 9.8439 -12.2322
H 5.6135 -8.0793 10.1284
H 2.9426 -6.1397 7.2680
H -2.7713 -0.4233 -1.9184
H 3.2813 -0.4631 0.0690
H 0.1433 -4.0177 -0.3561
H 3.7020 -6.4631 1.6005
F 7.8038 -9.1141 11.0424
C 0.5365 -1.3171 1.1123
C -8.6221 10.6019 -12.9192
H -1.5858 0.1309 -0.9869
F -3.0849 9.8603 -8.3502
H -0.9372 5.1187 -0.8325
H 0.9175 5.6530 -4.2613
F -5.5344 -2.3355 0.0225
F 2.7367 -6.1223 9.8527
H -8.7401 9.2285 -9.8210
C -0.3090 -3.0439 -0.7171
H -1.6489 -3.1067 1.0974
C 1.6783 1.3561 -1.0580
O 2.7923 -5.2612 4.0101
C 5.9337 -5.4668 -0.7525
H 1.6804 1.0282 3.2442
C -6.4811 -2.3754 2.1800
C 5.1509 -4.5337 -1.4206
H 3.4024 -8.2197 11.2570
H 7.3965 -10.3054 13.3041
H 0.6132 -1.1105 -1.1109
C 6.1655 -5.2062 7.7829
H 6.0220 -6.8915 0.8524
H 2.3161 -4.7733 0.4157
C 2.0571 -4.2797 4.0638
H -2.3753 -0.9335 0.7172
C -4.3675 6.6086 -10.5038
C -0.2235 4.7387 -1.6162
C 2.5258 -2.9979 4.7796
C 1.7679 2.5804 1.1022
B 2.9233 -1.7657 3.7127
H 7.0694 -4.9648 7.2359
H -2.2901 9.2816 -10.7450
H 4.9813 -5.4476 10.9545
N -1.9526 -0.7416 -1.3904
H 1.9211 0.4366 -1.6376
F -5.1500 9.6871 -12.4852
H -7.2537 -2.5790 4.1721
C 5.0038 -5.4768 9.8718
C -0.0280 -0.2046 3.6771
H -0.2140 -0.4820 1.0061
H 3.4147 -3.1399 5.4436
C 4.2756 -8.6724 11.7114
C -0.9652 6.2564 -5.0766
C -6.9741 9.3994 -11.0279
F 3.0997 -3.3926 -1.6260
C 1.4596 -0.0717 3.1609
H -2.7316 7.0589 -5.9727
H 0.8409 9.4086 -6.3358
H -2.3722 -3.7223 -0.4336
C 3.8591 -4.3011 -0.9859
C -5.6560 -2.9328 1.2203
H -5.9872 -4.6521 4.6407
H -3.5573 -1.7285 -0.3878
C -4.4279 7.9299 -8.4942
H -4.3167 -4.5041 0.6905
F -1.5982 5.1558 -4.6375
H 3.2048 -9.3871 13.4299
C -1.6766 7.2108 -5.7803
H 1.8035 -2.2784 -0.4511
H -7.0193 -1.4617 1.9599
H 4.0957 -1.4448 3.6823
H -4.7986 8.1160 -7.4933
H 0.1600 -2.1313 1.7848
H 1.6862 -2.6093 5.4271
H 5.0075 -5.5708 6.0074
H -5.5927 6.1532 -8.7985
C 0.3312 8.5201 -5.9812
C 3.8620 -5.8213 9.1720
H -9.2652 11.0646 -13.6582
H 7.0672 -4.9097 9.7111
C -8.3274 9.5658 -10.7641
C 6.5154 -9.8481 12.8712
C -4.9509 -4.0919 1.4652
H -4.7060 5.7499 -11.0717
H 2.0961 7.6803 -5.0876
H -6.3178 8.9282 -10.3063
C 1.8642 -0.7868 1.7673
C -4.8652 6.8330 -9.2254
C 6.6119 -9.1852 11.6609
H 0.4331 5.5359 -2.0345
H -0.7987 0.1566 2.9388
C -5.8940 -4.1676 3.6757
C 0.7359 -1.9173 -0.3342
C 0.9465 2.4321 -1.7135
H -0.8602 4.2445 -2.3965
C 3.8505 -5.8634 7.7900
C 6.1644 -5.1726 9.1724
C 0.6093 3.6000 -0.9132
H 1.0150 -4.3356 3.6134
C 2.0880 1.3791 0.3496
C -9.1513 10.1644 -11.7111
H 6.9507 -5.6516 -1.0784
H -4.5063 -5.6171 2.9069
C 3.3295 -4.9814 0.0955
C -1.0258 8.3518 -6.2301
C 5.0082 -5.5488 7.0910
H 2.0618 2.6869 2.1659
H 3.6974 0.4432 1.5524
H 5.1993 -10.4250 14.4649
H -0.3691 -3.1343 -1.8320
C -3.0075 8.5856 -10.3286
O 2.2193 -0.5868 4.2866
C -7.2669 10.4462 -13.1805
C -5.0645 -4.7115 2.7022
C 2.8259 0.1251 0.9148
O 2.5095 -1.9567 2.3068
H -10.2081 10.2897 -11.5055
C 0.3849 6.4138 -4.8174
H 5.5369 -3.9885 -2.2733
H -3.0476 7.3042 -12.0486
C -1.7023 -2.9211 -0.0051
H -0.1979 0.3896 4.6161
C 5.4123 -6.1611 0.3329
H 0.7776 4.5998 1.0624
C -6.6048 -3.0010 3.4142
C 5.2849 -9.9158 13.5123
H 0.6669 2.2742 -2.7777
H -0.2510 -1.2970 3.8420
C -3.5052 8.7957 -9.0556
H -6.8350 10.7888 -14.1127
C 5.5072 -8.5945 11.0748
H -1.5760 9.1087 -6.7739
C 4.1658 -9.3307 12.9316
C -2.4446 -1.5346 -0.2244
C 1.0376 7.5503 -5.2778
C -3.4377 7.4824 -11.0540
C 4.1091 -5.9205 0.7558
C 1.0294 3.6870 0.4806

=====

(2)
109
Properties=species:S:1:pos:R:3 method="wB97M-V/def2-TZVPD" multiplicity=1 orbital_gap_ev=7.94 e_lumo_ev=1.866 total_charge=-1
H -1.8502 -3.7897 -0.2355
H 0.3591 -0.9953 -1.1335
H -2.5503 2.5266 -0.3678
H 5.0710 -1.7059 3.2328
H 5.1500 -3.7457 1.2788
H 4.5519 -4.4075 -0.2877
C -2.9549 2.9750 5.0560
N 2.5109 -2.8572 -2.0167
H -1.2669 -0.2925 -2.1545
H 0.1774 -1.3757 3.9607
H -5.6271 5.4092 -2.1677
H -1.2084 2.2866 4.3247
N -4.1456 2.9067 -1.5991
C -2.9944 2.0931 -1.2596
H 2.6350 0.5441 0.5199
O 1.6489 -1.2053 0.3898
C 0.4500 3.1859 -4.5815
H 0.3873 -3.8050 2.7303
H -3.4965 2.5384 2.4701
H 1.5563 1.9824 -2.4320
H 0.4826 4.5520 -3.0802
H 4.3891 -1.9685 -2.3130
C 2.1395 -4.0856 -2.4351
H -0.5936 0.1026 1.5320
C 4.4279 -0.9075 2.8595
H 3.5337 -2.3773 -3.7804
C 0.7226 2.6359 -2.2053
O -4.1039 3.3683 4.8683
C 3.2869 -0.7813 3.8318
H 0.9885 -5.4370 2.4979
H -0.1984 2.0905 -2.0048
N 2.0405 -3.8939 1.5004
H -0.6871 -0.4922 -3.8160
H -1.8904 1.7251 2.1756
H 0.9234 3.2180 -1.3097
H -2.0040 3.4449 2.1522
H -6.2515 5.1862 -0.5426
H 1.5534 1.7685 2.0599
H 4.5202 1.7986 -1.2566
C 0.3306 -1.0692 -0.0228
C 2.1275 2.6862 1.9450
H -3.4617 -4.1138 -0.9713
H 1.0787 -0.3109 5.0344
H 1.5008 3.5151 1.6089
H 5.0120 0.0017 2.7467
H -2.2654 2.1046 -2.0715
C 4.3939 0.9794 -0.5449
H 0.1521 1.1068 0.2627
C -2.3572 2.9101 6.4578
H 0.0537 -4.5831 1.2221
C 3.3190 2.4683 1.0261
C 0.2661 4.2743 -5.6228
H -2.6304 1.9573 6.9162
N 3.3378 1.2823 0.4065
H 1.9936 -0.9039 2.2707
C -2.4260 2.5565 2.6357
C -0.3913 0.1822 0.4570
O 0.6473 2.0259 -4.9114
H -4.8264 2.5641 -2.2475
C -1.5396 -0.2054 -3.2025
H 0.5520 -4.0337 -0.9334
H 4.0125 -2.8245 0.2621
C -5.2463 -1.6441 -0.9483
H 1.9763 -2.9036 1.2574
C 1.0908 -4.7477 -1.5550
H -1.3946 0.2732 0.0214
H -1.9965 -4.7435 -1.6751
O 2.6912 -4.6940 -3.3340
H 4.1662 0.0733 -1.0920
H -5.0015 -1.6155 0.1169
N 2.0649 -0.7012 3.2827
H -1.8352 0.8121 -3.4640
O 3.2466 -5.8071 1.3790
H 0.3532 3.8059 -6.5943
H 5.3431 0.8928 -0.0085
N 0.4832 3.5716 -3.2891
H 1.0724 4.9981 -5.4962
C 4.3075 -3.8197 0.5985
O -3.8143 4.4730 0.0070
P -3.3869 -2.0680 -2.7804
C 0.8374 -0.5054 3.9848
H -1.2712 2.9398 6.3615
H 1.5128 -5.5363 -0.9354
O -4.1224 -1.1747 -1.6792
H -0.2985 -1.9640 0.1722
H 2.4644 2.9921 2.9377
H -3.3004 1.0652 -1.0817
H 0.3950 -5.2029 -2.2654
C 3.1558 -4.5925 1.2147
H -6.1328 -1.0275 -1.0976
C 3.3947 -2.0235 -2.7595
O -2.6692 -0.9919 -3.6742
C -4.4621 4.0491 -0.9313
H 2.9770 -1.0224 -2.8888
C -5.7843 4.6736 -1.3782
H 2.1230 -2.5081 -1.1436
H -2.7727 3.6922 7.0792
O 3.4833 -0.7195 5.0334
N -2.1251 2.5973 4.0562
C 0.8277 -4.4907 1.9940
H -0.7215 4.7184 -5.4951
H -6.4519 3.8959 -1.7473
O 4.2316 3.2790 0.9684
H 0.2732 0.3666 3.6453
C -2.4161 -3.8692 -1.1649
O -2.1727 -2.7022 -1.9424
O -4.2342 -2.9912 -3.5324
H 4.0762 -1.2164 1.8722
H -5.4996 -2.6720 -1.2133

=====

(3)
8
Properties=species:S:1:pos:R:3 method="wB97M-V/def2-TZVPD" smiles=C#CC#CC#C multiplicity=1 e_above_lowest_kcal_mol=0.0 orbital_gap_ev=9.69 e_lumo_ev=0.286 total_charge=0
C 0.5835 0.1113 -0.0089
H 4.2694 0.2317 0.1259
C -1.9978 -0.1189 -0.0085
C -3.1807 -0.2907 -0.0673
C -0.6284 0.0219 -0.0186
C 3.1870 0.2822 0.0421
H -4.2127 -0.4284 -0.0770
C 1.9798 0.1911 0.0122

=====

(4)
17
Properties=species:S:1:pos:R:3 method="wB97M-V/def2-TZVPD" smiles="C/C(N)=C(/C)OC=O" multiplicity=1 e_above_lowest_kcal_mol=51.3 orbital_gap_ev=8.50 e_lumo_ev=0.826 total_charge=0
H 2.0423 0.3863 1.7754
H 0.6187 -1.8869 -1.1096
H -0.0262 2.6063 0.3758
O 1.9554 -1.5769 1.1841
C -0.5200 -0.3651 -0.0486
H -1.8782 0.6950 1.0082
C 1.7910 -0.3834 1.0342
N -1.8326 -0.0510 0.3195
C 0.0425 2.0584 -0.5676
C 0.3888 0.6190 -0.3499
H -2.3422 -0.8692 0.6435
H 0.8214 2.5325 -1.1736
O 1.7188 0.3243 -0.2494
C -0.3393 -1.7633 -0.5997
H -0.4078 -2.5099 0.1948
H -0.9139 2.1460 -1.0928
H -1.1187 -1.9620 -1.3444

=====

(5)
6
Properties=species:S:1:pos:R:3 method="wB97M-V/def2-TZVPD" smiles="C=CF" multiplicity=1 e_above_lowest_kcal_mol=7.3 orbital_gap_ev=11.15 e_lumo_ev=1.233 total_charge=0
F -0.4788 0.5210 -2.0745
H 1.3477 -0.6286 -0.2953
H 0.2373 -0.2205 1.0344
C 0.3629 -0.2016 -0.0271
H -1.3790 0.7485 -0.1919
C -0.5707 0.4065 -0.7741

=====

(6)
74
Properties=species:S:1:pos:R:3 method="wB97M-V/def2-TZVPD" smiles="CCOC(=O)C(F)(F)F.CCOC(=O)OC.CCOC(=O)OC.CCOC(=O)OC.CCOC(=O)OC" multiplicity=1 e_above_lowest_kcal_mol=29.6 orbital_gap_ev=11.18 e_lumo_ev=0.398 total_charge=0
H -0.1389 -6.6213 3.2755
O -5.2503 -1.1642 -1.5792
H -3.2973 -2.4158 -1.3655
O 5.7462 2.5124 2.0405
H -6.5849 0.8576 -1.2339
O 6.7489 3.9929 3.2230
C 1.3480 -9.6035 0.8399
H -6.5929 1.1673 -2.9648
O -4.7247 0.8996 -2.2849
O -0.5589 -8.1348 0.8929
C 0.7369 -6.4423 2.6575
H -4.9466 4.6692 -1.4519
C 1.5800 -1.5534 3.1336
C 0.5432 -8.3781 1.2519
H 3.9239 1.5667 2.1505
H 4.2058 0.7798 -0.3119
H 1.6034 -2.5055 2.5920
C -4.4657 -0.3536 -1.9855
H 6.7742 6.0616 3.4718
H 2.6341 -1.4169 3.3978
F 0.5934 -10.6927 0.7603
H -1.8416 -2.0343 0.5297
H -1.0392 1.5719 -1.2076
O 1.0494 -0.5309 2.3536
H -3.0608 -0.7741 0.6294
C -4.6316 5.2631 -2.3132
O 0.7159 0.5059 0.4811
H 1.3997 -4.9235 3.9780
O -4.2576 4.4077 -3.3776
H -5.6945 6.7698 -3.5042
H -3.8747 5.9668 -1.9743
C 1.5423 -0.2695 1.1549
C -0.0236 1.5270 -1.6033
H 1.9678 0.7407 -1.1538
O 2.5097 -0.8507 0.7091
C -2.2430 -1.1550 0.0184
H -5.9974 2.4466 -1.9095
C 4.5835 1.9966 1.3942
H 5.3881 0.1244 0.7942
C 0.9229 0.5316 -0.9318
C 6.7939 5.1425 4.0557
C 5.0653 1.0415 0.3029
O -2.1705 4.1170 -2.5499
H 2.4748 -6.2486 3.9894
O 4.5029 4.0624 3.0847
C 5.5604 3.5679 2.8381
C -1.6675 2.4601 -4.6623
H -1.3212 3.0114 -5.5452
H 3.9976 2.8096 0.9541
H 7.7213 5.0344 4.6140
F 1.8653 -9.3668 -0.3782
H 1.0530 -1.7063 4.0710
H 5.8499 1.4235 -0.3436
O -3.1557 -0.5700 -2.2205
H -1.6829 -2.0275 -1.8222
C -2.5873 -1.5877 -1.4036
H 0.7396 -0.4360 -1.4065
H -1.8038 1.4197 -4.9329
H 0.4201 -5.8002 1.8257
H -1.4292 -0.4281 0.0616
H -6.6483 5.2535 -2.9786
O 1.3075 -7.5819 2.0156
C -6.0616 1.3718 -2.0330
H -0.2045 1.1917 -2.6226
C -3.0295 3.9143 -3.3585
H -6.3224 6.5541 -1.9012
F 2.3570 -9.8670 1.6693
H 5.9681 5.1655 4.7677
H 2.5949 -5.1921 2.6541
C -5.9011 6.0127 -2.7526
H 0.4164 2.5212 -1.5607
C 1.8582 -5.6534 3.3069
H -0.9536 2.6984 -3.8803
O -2.9004 3.1532 -4.4350

=====

(7)
22
Properties=species:S:1:pos:R:3 method="wB97M-V/def2-TZVPD" smiles=C[NH2+][C@H](C)[C@@H](C)P multiplicity=1 e_above_lowest_kcal_mol=41.7 orbital_gap_ev=10.36 e_lumo_ev=-3.267 total_charge=+1
H 2.6023 0.1835 1.0291
H 0.6387 1.4972 1.0911
C -0.0529 -0.7415 -0.3374
H 1.9733 2.0822 -0.0464
C -0.2300 -1.1919 1.0586
H 3.4183 0.4755 -0.6902
H -2.9278 -1.1648 0.1444
H -2.1594 0.2302 0.9807
C -2.5001 -0.2686 -0.0148
C 1.0312 1.5971 0.0562
H 0.1335 -1.6610 -0.9356
H -0.2366 -0.3538 1.7058
H 0.5298 -1.8744 1.4049
P 2.8646 -0.6104 -0.0495
H 1.3065 0.2219 -1.5625
C 1.2382 0.1096 -0.5542
H 0.3091 2.2153 -0.4908
N -1.2602 -0.0845 -0.7609
H -1.3939 -0.2050 -1.7581
H -3.1862 0.3574 -0.4769
H -0.8857 0.8748 -0.8423
H -1.2128 -1.6887 1.0487

=====

(8)
82
Properties=species:S:1:pos:R:3 method="wB97M-V/def2-TZVPD" multiplicity=1 e_above_lowest_kcal_mol=4.9 orbital_gap_ev=6.05 e_lumo_ev=-6.256 total_charge=+2
C -3.7562 1.4309 -1.0813
H -4.4290 -0.3342 -0.0229
C 5.1794 0.3953 2.7600
C -3.5909 0.2099 -0.4357
C -5.0351 2.0954 -1.2719
H -6.4242 0.7531 -0.3597
H -0.6264 -0.1060 -3.4548
C -2.5973 2.0551 -1.5634
H -10.2863 3.7778 -1.4731
O 1.9554 -1.6651 -1.4146
N -6.2456 1.6109 -0.8508
H 6.4503 1.5044 4.0634
N 2.0748 -0.2967 1.0123
C -8.5052 4.7262 -2.2224
C -7.1421 4.6751 -2.3784
H 4.2555 1.5782 -1.3431
H 0.3750 -1.4292 -3.3643
H 1.5339 2.6960 4.2561
H 1.6538 0.2358 -4.4842
O 3.0764 1.5842 -3.0631
C -0.0963 2.5165 2.8546
O 3.2501 -2.4459 1.1531
H -9.1309 1.7973 -0.5645
O -1.2733 -4.2645 0.2994
H 0.1690 -6.1595 -1.1939
S 3.5613 -1.0246 1.1471
C 3.9039 2.2845 -2.0912
H -2.6842 3.0116 -2.0595
O 1.6559 1.0136 -1.4150
H 1.2519 -5.0171 0.8607
C 1.4934 0.6810 1.7633
C -7.1942 2.5362 -1.2210
H -0.7296 3.2591 3.3141
C 0.7545 -5.4810 -1.8169
H -0.4797 1.9302 -1.7488
N 1.9638 1.2825 2.8361
N 1.8414 -4.5063 0.1997
H 4.2781 -3.2532 -2.1919
N 5.8051 0.3750 6.3526
H 6.5399 1.0542 6.4313
C -1.3808 1.4484 -1.3967
C -2.3275 -0.3343 -0.3071
C 4.3325 -0.9826 5.0343
H 4.0184 -1.5171 5.9216
H 0.1841 -5.2418 -2.7123
C 5.7043 0.7240 3.9843
N 0.2452 -0.4575 -3.0708
O 0.0222 -2.1436 0.2997
C -0.4824 1.8431 1.7120
O 4.3532 -0.5175 0.0647
H 2.2252 -3.6377 0.6540
C -9.2126 3.6929 -1.5716
H 2.6577 -5.0805 -0.0259
O -1.1421 -2.8563 -1.8800
N 1.3215 0.3060 -3.5320
P -0.4660 -3.2771 -0.6499
O 1.7055 -3.0463 -3.5124
Ti 0.7998 -0.5583 -0.4799
H -2.1912 -1.2670 0.2165
C -8.5787 2.5839 -1.0608
H -2.0760 -4.6286 -0.0992
C 2.0273 0.9709 -2.6182
C 5.2915 0.0445 5.1466
C 4.2383 -0.6296 2.6696
H 4.7264 2.6871 -2.6697
H 5.5700 -0.1512 7.1743
N -1.2255 0.2549 -0.7838
H 5.5011 0.9125 1.8665
H 3.3289 3.0838 -1.6311
C 1.0773 -4.1954 -1.0611
H 1.6681 -5.9892 -2.1304
H -9.0568 5.5738 -2.6047
H -6.5918 5.4613 -2.8764
C 3.8129 -1.3160 3.8096
H 3.0843 -2.1102 3.7215
C 1.1547 2.1970 3.3720
H -1.4297 2.0295 1.2174
N -5.1345 3.2502 -1.8799
O 3.5179 -3.6388 -1.7336
C -6.4743 3.5557 -1.8656
P 2.0886 -3.0625 -2.0990
N 0.3170 0.9328 1.1702

=====

(9)
9
Properties=species:S:1:pos:R:3 method="wB97M-V/def2-TZVPD" multiplicity=1 e_above_lowest_kcal_mol=131.7 orbital_gap_ev="9.98 / 9.98" e_lumo_ev="-8.129 / -8.129" total_charge=+1
H -0.3659 -1.4082 0.7388
O 2.3213 -0.6701 0.1018
H -1.1319 1.0164 1.0175
H -1.2823 1.1801 -0.7606
C -0.6872 0.7502 0.0500
N 1.0692 -0.0863 -0.0546
H -0.4252 -1.2276 -1.0176
O 0.7034 1.1419 0.0070
C -0.2014 -0.6964 -0.0823

=====

Calculated maximum force (eV/Å), listed in the same order as above: 3.1, 1.8, 1.0, 2.7, 4.1, 2.6, 6.4, 1.4, 10.6
Calculated DFT total energy (a.u.), listed in the same order as above: -3329.125376, -2656.294376, -229.637434, -401.094944, -177.824248, -2137.241433, -595.276733, -4240.277948, -283.346252